64
Properties=species:S:1:pos:R:3:forces:R:3 method="wB97M-V/def2-TZVPD" mol_weight_g_mol=920.39 relative_energy_kj_mol=44.97 e_lumo_ev="-11.0 / -11.0" homo_lumo_gap_ev="5.5 / 5.5" charge=+3
Tc 0.2053 1.1187 0.2111 -2.747 -0.025 -0.327
C 2.9845 2.6320 0.3342 0.045 0.267 -0.001
N 2.3993 1.2800 0.1559 -0.099 -0.051 -0.056
C 2.8596 0.3916 1.2541 -0.012 -0.168 0.278
C 2.0195 0.6698 2.4847 0.350 0.117 -0.017
N 0.6300 0.7758 2.0477 0.457 -0.093 -0.218
C -0.3308 0.8444 3.0822 -0.296 0.084 0.230
C -1.1831 -0.2280 3.3264 0.036 0.195 0.031
F -1.0694 -1.3335 2.5513 -0.068 0.102 0.078
C -2.1448 -0.2045 4.3155 0.116 0.010 -0.129
F -2.9323 -1.2541 4.4879 -0.063 -0.121 0.020
C -2.2755 0.9201 5.1230 0.092 0.082 -0.064
F -3.1904 0.9509 6.0597 -0.018 0.009 0.038
C -1.4286 2.0046 4.9223 -0.045 -0.023 0.001
F -1.5351 3.0861 5.6665 -0.018 -0.068 0.012
C -0.4727 1.9528 3.9192 0.224 -0.025 -0.174
F 0.3386 2.9945 3.7472 -0.046 -0.001 -0.008
C 2.7914 0.7442 -1.1710 -0.080 -0.016 -0.283
C 1.8500 1.3119 -2.2154 0.303 0.228 0.081
N 0.4782 1.2214 -1.6969 0.535 -0.226 0.387
C -0.5026 1.0824 -2.7069 -0.402 -0.143 -0.431
C -0.6195 -0.0867 -3.4530 -0.043 0.066 0.165
F 0.1755 -1.1367 -3.1498 0.126 -0.018 -0.057
C -1.5528 -0.2520 -4.4572 0.095 -0.061 0.099
F -1.6175 -1.4213 -5.0818 -0.038 -0.009 -0.055
C -2.4197 0.7826 -4.7799 0.085 0.052 0.088
F -3.3047 0.6363 -5.7342 -0.050 -0.002 -0.031
C -2.3321 1.9705 -4.0638 0.005 -0.092 -0.010
F -3.1340 2.9814 -4.3321 -0.020 -0.031 -0.023
C -1.3932 2.0956 -3.0541 0.194 0.056 0.202
F -1.3361 3.2611 -2.3950 0.023 0.125 0.051
H 4.0748 2.5708 0.3237 -0.017 -0.073 0.001
H 2.6695 3.0698 1.2794 -0.025 -0.062 0.010
H 2.6699 3.2920 -0.4718 -0.035 -0.037 0.005
H 3.9215 0.5368 1.4633 0.004 0.039 -0.094
H 2.6977 -0.6365 0.9393 0.004 0.013 -0.052
H 2.3200 1.6011 2.9778 -0.048 -0.024 0.008
H 2.1453 -0.1272 3.2220 -0.083 -0.022 -0.028
H 2.6733 -0.3371 -1.1434 0.013 -0.006 0.060
H 3.8308 0.9856 -1.4032 0.012 -0.002 0.079
H 1.9666 0.7710 -3.1550 -0.093 -0.017 -0.001
H 2.0716 2.3645 -2.4256 -0.021 -0.022 -0.043
S -3.4592 1.9379 0.0057 -0.081 1.492 0.086
Sb -2.2694 4.1616 0.3657 -0.027 -0.388 -1.057
S -2.0493 0.5562 0.0761 2.063 0.003 0.287
S -0.0066 3.4536 0.5321 -0.660 -0.123 0.173
S -3.0699 6.0712 -0.4299 0.421 -1.158 0.680
N 0.1100 -3.9523 -2.7458 -0.260 0.106 0.094
C 1.0492 -3.4448 -1.6880 0.016 0.302 0.425
P -0.0018 -2.5811 -0.3906 -0.254 -0.305 0.073
O -1.4037 -2.7924 -0.8847 -0.080 -0.081 -0.093
O 0.5136 -1.2140 -0.0739 0.370 0.309 0.018
C 0.0541 -3.6579 1.1467 0.217 0.308 -0.301
N -1.3702 -3.8428 1.5799 -0.148 -0.022 -0.109
H -0.8477 -3.6499 -2.4371 0.156 -0.100 -0.110
H 0.1240 -4.9669 -2.8473 0.029 -0.054 0.036
H 0.2962 -3.5516 -3.6662 0.030 0.078 0.014
H 1.7468 -2.7382 -2.1252 -0.023 0.020 -0.089
H 1.6278 -4.2615 -1.2626 -0.061 -0.104 -0.098
H 0.6350 -3.1920 1.9381 -0.099 -0.034 0.071
H 0.4903 -4.6291 0.9228 -0.103 -0.063 0.028
H -1.5650 -4.7731 1.9504 0.033 -0.061 -0.018
H -1.9598 -3.6581 0.7403 0.042 -0.102 0.060
H -1.6422 -3.1579 2.2893 0.068 -0.028 0.007

---

49
Properties=species:S:1:pos:R:3:forces:R:3 method="wB97M-V/def2-TZVPD" mol_weight_g_mol=410.46 relative_energy_kj_mol=20.58 smiles="FC(F)(F)c1cccc(NC(=S)NC[C@H](c2cccnc2)N2CCOCC2)c1" e_lumo_ev=0.3 homo_lumo_gap_ev=8.7
F -1.8857 0.9342 -7.9442 -0.122 0.264 -0.006
C -1.2081 0.4441 -6.9000 0.089 -0.260 -0.223
F -1.7758 -0.7397 -6.5977 -0.084 -0.055 0.205
F 0.0273 0.1482 -7.3547 0.159 0.084 0.079
C -1.1667 1.3725 -5.7211 -0.051 0.037 -0.001
C -1.5459 2.7015 -5.8418 0.028 -0.154 -0.046
C -1.4723 3.5133 -4.7229 0.013 -0.157 -0.166
C -1.0277 3.0245 -3.5091 -0.024 0.101 0.110
C -0.6344 1.6919 -3.3910 -0.232 0.308 -0.590
C -0.7134 0.8669 -4.5141 -0.038 0.208 0.031
H -0.4226 -0.1725 -4.4508 0.034 -0.109 0.030
N -0.1810 1.0999 -2.2185 0.274 -0.763 0.572
C 0.2002 1.6204 -1.0125 0.185 0.018 -0.042
N 0.7083 0.6949 -0.1658 -0.126 -0.342 -0.273
H 0.5911 -0.2909 -0.3688 -0.074 0.047 -0.029
C 1.0072 0.9399 1.2217 -0.116 -0.027 0.323
H 2.0688 0.7419 1.3913 -0.031 0.075 0.087
H 0.8093 1.9915 1.4409 0.103 -0.186 -0.008
C 0.1182 0.0427 2.0971 0.129 0.116 -0.180
N 0.2422 -1.3478 1.6388 -0.097 -0.006 -0.008
C -0.8784 -2.1875 2.0348 0.009 -0.357 -0.196
H -1.8119 -1.7002 1.7452 -0.014 -0.008 0.031
C -0.7650 -3.5316 1.3128 -0.337 0.227 0.107
O 0.4475 -4.1780 1.6134 0.029 -0.127 0.112
C 1.5397 -3.3617 1.2724 0.278 0.260 0.081
C 1.4827 -2.0172 2.0015 0.008 -0.365 -0.161
H 2.3337 -1.4097 1.6924 0.077 0.002 0.036
H 1.5470 -2.2005 3.0864 0.042 0.045 -0.081
H 2.4372 -3.9134 1.5557 -0.008 0.070 -0.055
H 1.5494 -3.1855 0.1846 0.037 -0.008 0.078
H -1.5612 -4.2058 1.6310 -0.005 0.062 -0.059
H -0.8401 -3.3666 0.2261 -0.029 -0.008 0.086
H -0.8911 -2.3644 3.1226 -0.038 0.019 -0.046
C 0.3582 0.2225 3.5770 -0.039 -0.004 0.082
C -0.7216 0.1843 4.4580 0.148 0.011 -0.333
N -0.6113 0.2621 5.7699 -0.436 -0.008 0.368
C 0.5963 0.3926 6.2900 0.299 0.026 0.060
C 1.7455 0.4543 5.5173 -0.023 -0.013 -0.059
C 1.6226 0.3627 4.1406 -0.153 0.039 0.066
H 2.5064 0.4061 3.5219 0.081 -0.002 -0.073
H 2.7144 0.5677 5.9780 0.069 0.012 0.067
H 0.6386 0.4502 7.3693 0.104 0.019 0.088
H -1.7338 0.0891 4.0838 -0.071 -0.008 -0.164
H -0.9213 0.3259 1.8867 0.125 0.006 0.014
S 0.1316 3.2138 -0.5908 -0.059 0.627 0.163
H -0.0117 0.1054 -2.3220 -0.026 0.210 0.038
H -0.9798 3.6750 -2.6530 -0.023 -0.054 -0.052
H -1.7689 4.5478 -4.7955 -0.030 0.109 0.016
H -1.8939 3.0850 -6.7873 -0.035 0.022 -0.079

---

45
Properties=species:S:1:pos:R:3:forces:R:3 method="wB97M-V/def2-TZVPD" mol_weight_g_mol=328.39 relative_energy_kj_mol=10.74 smiles="CCCC(=O)Nc1ccc(C(=O)NCCc2ccc(F)cc2)cc1" e_lumo_ev=0.5 homo_lumo_gap_ev=9.2
C 2.1507 1.9312 7.3600 0.063 0.169 -0.108
C 2.7949 2.7769 6.2688 -0.030 -0.196 -0.061
C 2.9713 1.9859 4.9737 -0.122 0.415 0.277
C 1.6396 1.7369 4.2788 0.548 -0.204 -0.023
O 0.6354 2.3654 4.5107 -0.253 0.174 0.084
N 1.7273 0.7408 3.3418 0.274 -0.261 -0.122
C 0.7422 0.2485 2.4855 -0.291 -0.095 -0.223
C -0.5786 0.6911 2.5098 -0.006 0.142 0.144
C -1.4961 0.1507 1.6326 0.051 -0.240 -0.234
C -1.1285 -0.8217 0.7060 0.031 0.160 0.281
C 0.1895 -1.2707 0.6943 -0.151 0.079 0.009
C 1.1105 -0.7440 1.5757 0.055 0.094 0.080
H 2.1299 -1.1060 1.5652 0.092 -0.040 0.002
H 0.5007 -2.0561 0.0207 0.025 -0.062 -0.050
C -2.1814 -1.3424 -0.2104 0.196 -0.169 -0.143
O -3.3628 -1.3321 0.0766 -0.242 0.150 0.086
N -1.7219 -1.8385 -1.3905 0.222 -0.118 -0.140
H -0.7643 -1.6666 -1.6526 -0.059 0.056 0.128
C -2.6181 -2.2232 -2.4517 -0.350 0.033 -0.078
H -3.5796 -2.4502 -1.9868 0.124 -0.079 -0.095
H -2.2253 -3.1201 -2.9398 -0.089 0.039 0.020
C -2.7962 -1.0968 -3.4875 0.109 -0.248 0.205
C -1.4727 -0.7341 -4.0945 -0.154 0.074 -0.018
C -0.9900 -1.4205 -5.2031 0.033 0.120 0.103
C 0.2565 -1.1354 -5.7299 0.229 0.105 -0.011
C 1.0229 -0.1544 -5.1279 -0.100 -0.028 0.070
C 0.5735 0.5460 -4.0239 0.232 -0.036 -0.170
C -0.6777 0.2488 -3.5139 -0.035 -0.061 -0.125
H -1.0434 0.7936 -2.6553 -0.050 0.061 0.077
H 1.1950 1.3080 -3.5806 0.085 0.077 0.020
F 2.2444 0.1264 -5.6312 -0.090 -0.014 0.023
H 0.6366 -1.6591 -6.5927 0.064 -0.036 -0.089
H -1.5989 -2.1847 -5.6631 -0.075 -0.088 -0.062
H -3.4884 -1.4393 -4.2571 -0.059 0.045 -0.019
H -3.2312 -0.2320 -2.9849 -0.073 -0.007 -0.023
H -2.5248 0.4771 1.6505 -0.085 0.021 0.012
H -0.8743 1.4492 3.2147 -0.001 0.013 0.000
H 2.6327 0.3053 3.2271 -0.143 0.155 0.132
H 3.5981 2.5505 4.2769 0.021 -0.088 -0.052
H 3.4657 1.0337 5.1798 0.050 -0.020 -0.072
H 3.7696 3.1348 6.6065 -0.017 0.045 -0.052
H 2.1628 3.6418 6.0635 0.091 0.041 -0.007
H 1.1662 1.5976 7.0427 -0.115 -0.062 0.033
H 2.0381 2.5120 8.2718 -0.048 -0.018 0.127
H 2.7609 1.0574 7.5827 0.043 -0.099 0.063